Computed, not measured: C4H4N2O in the gas phase at a distorted geometry, with ωB97M-V/def2-TZVPD.

## Properties
LUMO energy = -0.118 eV
Relative energy (zero: lowest compared OMol25 entry of this formula, charge and spin) = 85.8 kcal/mol
SMILES string = N=C=C/N=C\C=O
E = -339.444886 hartree

XYZ file:
```
11
Properties=species:S:1:pos:R:3:nbo_charge:R:1
N 2.3587 0.2189 -0.0244 -0.60
C 1.6351 -0.7138 0.0297 0.60
C 0.6467 -1.6534 0.0380 -0.32
N -0.5657 -1.1180 0.0033 -0.30
C -1.4063 -0.1563 -0.0212 -0.13
C -1.1951 1.2985 -0.0411 0.37
O -0.1188 1.8737 -0.0324 -0.58
H 2.2584 1.2170 0.0386 0.47
H 0.7662 -2.7341 0.0700 0.22
H -2.4503 -0.4826 -0.0200 0.17
H -2.1467 1.8796 -0.0593 0.11
```